i:
C3H7NO | ωB97M-V with the def2-TZVPD basis set

Element x y z (Å)
H  -1.095  1.745  1.090
N  -0.303  1.197  0.839
C  -0.427  0.011  0.421
C  -1.596  -0.578  -0.323
O  0.671  -0.771  0.410
C  1.882  -0.035  0.587
H  -1.704  0.183  -1.097
H  -2.533  -0.571  0.236
H  -1.422  -1.574  -0.751
H  1.971  0.664  -0.251
H  1.887  0.550  1.510
H  2.687  -0.767  0.572

Calculated values
- total charge = 0
- LUMO energy (eV) = 1.0
- structure (SMILES) = [H]/N=C(\C)OC

=====

ii:
C3H7NO | ωB97M-V with the def2-TZVPD basis set

Element x y z (Å)
C  1.586  -0.986  -0.155
N  1.197  0.106  0.312
C  0.199  1.017  -0.138
C  -1.189  0.376  0.391
O  -1.547  -0.728  -0.340
H  2.134  -1.614  0.553
H  1.147  -1.441  -1.017
H  0.042  0.955  -1.176
H  0.292  2.043  0.335
H  -1.964  1.143  0.267
H  -1.201  0.243  1.445
H  -0.696  -1.114  -0.475

Calculated values
- total charge = 0
- LUMO energy (eV) = 1.0
- structure (SMILES) = C=NCCO

=====

iii:
C3H7NO | ωB97M-V with the def2-TZVPD basis set

Element x y z (Å)
N  2.751  -0.249  -0.713
C  1.770  0.780  -0.742
O  0.719  0.635  -0.141
H  2.250  -1.141  -0.410
H  3.748  -0.138  -0.661
H  2.018  1.450  -1.596
C  -2.740  -0.152  1.068
C  -1.644  -0.187  0.267
H  -2.712  -0.247  2.156
H  -3.768  -0.033  0.709
H  -0.757  -0.343  0.875
H  -1.636  -0.376  -0.812

Calculated values
- total charge = 0
- LUMO energy (eV) = 0.9
- structure (SMILES) = NC=O.C=C

=====

iv:
C3H7NO | ωB97M-V with the def2-TZVPD basis set

Element x y z (Å)
C  0.356  1.405  0.645
N  0.750  -0.916  0.385
C  -0.371  0.348  0.057
C  -1.502  0.066  -0.575
O  1.277  -1.715  -0.723
H  1.016  -1.289  -1.554
H  0.167  -1.553  0.928
H  -0.156  2.118  1.280
H  1.200  1.784  0.069
H  1.325  -0.106  0.957
H  -2.276  0.815  -0.673
H  -1.786  -0.956  -0.795

Calculated values
- total charge = 0
- LUMO energy (eV) = 0.8

=====

Most stable structure: i

=====

i:
C3H4N2O3 | ωB97M-V with the def2-TZVPD basis set

Element x y z (Å)
C  0.981  0.469  0.116
C  -0.387  -0.580  -0.846
C  -1.029  -0.001  0.213
H  3.016  0.605  -0.028
H  2.639  0.057  1.725
H  -2.013  -1.236  -1.462
H  -2.783  0.670  0.681
N  2.249  1.120  0.626
N  0.826  -0.394  -0.772
O  -0.977  -1.346  -1.685
O  -2.476  -0.232  0.605
O  -0.047  0.868  0.827

Calculated values
- total charge = 0
- LUMO energy (eV) = -0.3

=====

ii:
C3H4N2O3 | ωB97M-V with the def2-TZVPD basis set

Element x y z (Å)
O  2.121  -3.104  0.518
C  1.346  -2.345  -0.118
C  1.449  -0.893  0.331
N  0.694  0.074  0.183
O  -0.445  -0.305  -0.557
C  -1.379  0.719  -0.448
N  -0.825  1.808  0.077
O  -1.882  2.823  0.270
H  0.452  -2.484  -0.662
H  2.255  -0.574  1.009
H  -2.434  0.623  -0.930
H  -1.351  3.657  0.328

Calculated values
- total charge = 0
- LUMO energy (eV) = -0.7
- structure (SMILES) = O=C/C=N\O/C=N/O

=====

Most stable structure: i

=====

i:
C4H14O2 | ωB97M-V with the def2-TZVPD basis set

Element x y z (Å)
C  0.513  0.946  -1.716
C  -0.918  0.487  -1.118
C  -1.022  -0.990  -0.552
C  -1.260  1.459  0.071
H  1.386  0.769  -1.039
H  0.629  0.284  -2.522
H  0.402  2.020  -1.945
H  -1.575  0.559  -1.997
H  -2.029  -1.259  -0.184
H  -0.567  -1.136  0.451
H  -0.642  -1.791  -1.165
H  -1.204  2.508  -0.264
H  -2.187  1.121  0.497
H  -0.566  1.391  0.948
O  1.138  -0.013  3.229
H  0.209  0.002  3.187
H  1.412  -0.636  2.627
O  1.825  -1.857  0.701
H  2.707  -1.333  0.497
H  1.747  -2.532  0.293

Calculated values
- total charge = 0
- LUMO energy (eV) = 0.5
- structure (SMILES) = CC(C)C.O.O

=====

ii:
C4H14O2 | ωB97M-V with the def2-TZVPD basis set

Element x y z (Å)
C  -1.391  -2.137  -0.705
C  -0.395  -1.056  0.013
C  -1.004  -0.224  1.158
C  0.066  0.235  2.096
H  -0.784  -3.012  -0.754
H  -2.227  -2.094  -0.046
H  -1.720  -1.704  -1.643
H  0.331  -1.676  0.466
H  0.239  -0.531  -0.721
H  -1.663  0.584  0.778
H  -1.696  -0.946  1.734
H  0.752  1.034  1.690
H  -0.129  0.647  3.024
H  0.700  -0.636  2.336
O  3.014  1.810  -1.674
H  3.798  1.727  -1.057
H  2.332  1.839  -0.946
O  -0.203  2.254  -1.622
H  0.699  2.240  -2.026
H  -0.720  1.645  -2.100

Calculated values
- total charge = 0
- LUMO energy (eV) = 0.6
- structure (SMILES) = CCCC.O.O

=====

Most stable structure: ii

=====

i:
C6H13NO | ωB97M-V with the def2-TZVPD basis set

Element x y z (Å)
O  1.525  -1.598  1.688
C  1.680  -0.341  1.421
C  0.494  0.578  1.373
C  -0.595  0.093  0.390
C  -0.066  -0.341  -0.985
C  0.394  0.887  -1.778
C  -1.150  -1.100  -1.754
N  -0.108  0.665  2.745
H  2.667  0.089  1.224
H  0.807  1.605  1.161
H  -1.012  -0.813  0.841
H  -1.373  0.861  0.254
H  0.788  -0.984  -0.786
H  -0.408  1.634  -1.715
H  1.234  1.293  -1.214
H  0.653  0.672  -2.814
H  -1.684  -1.770  -1.070
H  -0.709  -1.723  -2.540
H  -1.891  -0.436  -2.211
H  -0.182  -0.284  3.104
H  -1.064  1.015  2.669

Calculated values
- total charge = -1
- LUMO energy (alpha / beta) (eV) = 3.8 / 3.8
- 2S+1 = 2

=====

ii:
C6H13NO | ωB97M-V with the def2-TZVPD basis set

Element x y z (Å)
C  2.226  -0.063  -1.401
C  1.690  -0.948  -0.273
C  0.263  -1.455  -0.523
C  -0.794  -0.378  -0.591
C  -1.657  -0.121  0.438
N  -2.638  0.804  0.511
C  -2.523  2.000  -0.083
H  3.282  0.159  -1.213
H  2.206  -0.565  -2.370
H  1.676  0.869  -1.436
H  2.319  -1.852  -0.227
H  1.759  -0.392  0.658
H  0.263  -2.019  -1.470
H  0.011  -2.205  0.240
H  -0.792  0.169  -1.520
H  -1.626  -0.740  1.336
H  -1.638  2.371  -0.600
H  -3.407  2.636  0.005
H  0.490  0.212  2.778
H  -0.898  0.803  2.530
O  -0.214  0.712  3.211

Calculated values
- total charge = -1
- LUMO energy (alpha / beta) (eV) = 3.9 / 3.8
- 2S+1 = 2

=====

iii:
C6H13NO | ωB97M-V with the def2-TZVPD basis set

Element x y z (Å)
C  1.125  -2.937  0.297
C  0.007  -2.164  1.005
C  -2.338  -2.320  1.298
N  -1.276  -2.800  0.739
H  2.086  -2.450  0.447
H  1.122  -3.983  0.622
H  0.946  -2.955  -0.798
H  -0.029  -1.133  0.596
H  0.184  -2.134  2.106
H  -2.329  -1.370  1.909
H  -3.316  -2.715  1.074
C  -0.722  1.921  -0.443
C  0.479  2.534  -0.750
O  0.515  3.920  -0.827
C  1.678  1.754  -1.169
H  -0.820  0.833  -0.420
H  -1.649  2.537  -0.289
H  1.301  4.265  -1.277
H  1.349  0.721  -1.463
H  2.157  2.149  -2.119
H  2.432  1.739  -0.374

Calculated values
- total charge = -1
- LUMO energy (alpha / beta) (eV) = 3.3 / 3.4
- 2S+1 = 2

=====

Most stable structure: i

=====

i:
C5H9N3 | ωB97M-V with the def2-TZVPD basis set

Element x y z (Å)
C  1.256  1.463  0.049
N  1.843  0.382  -0.025
N  1.670  -0.894  -0.097
C  0.488  -1.606  0.243
C  -0.436  -0.593  -0.400
C  -1.930  -0.475  -0.180
N  -0.951  0.222  0.700
C  -0.492  1.523  0.027
H  1.892  2.342  0.480
H  2.595  -1.513  -0.052
H  0.267  -1.420  1.356
H  0.317  -2.660  -0.014
H  0.051  -0.111  -1.319
H  -2.382  -1.521  0.409
H  -2.537  0.445  -0.762
H  -0.806  1.858  -0.944
H  -0.847  2.560  0.528

Calculated values
- total charge = 0
- LUMO energy (eV) = 1.1
- structure (SMILES) = C1=NNC[C@H]2CN2C1

=====

ii:
C5H9N3 | ωB97M-V with the def2-TZVPD basis set

Element x y z (Å)
C  -0.019  -0.289  1.282
C  0.474  1.957  0.147
C  1.269  -0.763  -1.118
N  0.318  0.523  0.101
C  -1.077  -1.062  0.524
N  -1.437  -2.255  0.587
C  -1.345  0.106  -0.487
N  -2.209  0.592  -1.138
H  -2.075  -2.525  -0.162
H  0.810  -0.889  1.658
H  -0.486  0.308  2.072
H  -0.147  2.419  0.921
H  1.523  2.200  0.318
H  0.159  2.367  -0.817
H  1.004  -0.280  -2.053
H  2.276  -0.612  -0.748
H  0.960  -1.798  -1.087

Calculated values
- total charge = 0
- LUMO energy (eV) = -0.2

=====

Most stable structure: ii